Entry 1:
Molecular formula: C22H63N4O16
Method: DFT, ωB97M-V/def2-TZVPD

The geometry in XYZ format:
```
105
Properties=species:S:1:pos:R:3:forces:R:3
N 0.154345 -0.162573 0.940765 0.0 -2.0 2.1
O 0.263675 -0.913233 1.974485 0.3 0.5 -1.0
O 0.039325 1.029367 1.052335 -0.2 2.5 0.5
O 0.157775 -0.677173 -0.160615 0.2 -1.2 -2.1
C 4.268725 0.564167 -1.880135 -1.8 -2.5 0.3
C 3.386635 1.048907 -0.674215 1.4 -0.1 -1.9
O 4.350135 1.774637 0.135075 -1.5 -0.5 -0.1
O 4.938025 1.570767 -2.595335 0.3 0.4 0.5
H 3.684285 -0.022083 -2.589255 -0.7 0.2 -0.1
H 4.907185 -0.253123 -1.544715 0.9 0.6 0.3
H 2.838275 0.280237 -0.129645 0.8 -0.3 0.2
H 2.573405 1.589177 -1.158835 0.1 1.2 0.5
H 4.946015 2.099157 -0.544045 0.4 0.6 0.2
H 4.409715 1.756107 -3.375175 0.0 0.2 0.1
C 2.261145 2.407917 3.188685 -0.6 -1.2 0.4
C 3.167465 1.478077 4.047165 1.3 1.5 0.3
O 4.017205 0.561937 3.373505 -0.9 -0.2 -0.9
O 2.962275 3.113097 2.164145 -0.3 -0.1 0.9
H 1.787005 3.137987 3.844645 0.4 0.2 0.2
H 1.410545 1.860187 2.783005 0.1 -0.3 -0.4
H 2.746715 0.947407 4.901245 -0.6 0.2 -0.4
H 3.900585 2.190487 4.425475 -0.1 0.4 0.8
H 4.288915 1.082137 2.613795 0.6 -0.4 -0.4
H 3.377285 2.477817 1.576115 0.3 0.0 -0.5
C -2.934655 0.080157 4.941125 2.2 1.4 -0.4
C -1.674675 -0.026103 4.003775 -1.9 -0.6 0.0
O -0.888285 -1.134183 4.422825 -0.7 0.3 0.3
O -2.486785 0.395117 6.264915 -0.5 -0.6 -0.3
H -3.538715 -0.823413 4.858805 0.2 -0.3 0.3
H -3.533895 0.932487 4.620915 -0.1 0.0 -0.1
H -1.038125 0.848117 3.867255 -0.3 0.4 0.6
H -2.162055 -0.170523 3.039555 0.3 -0.4 -0.5
H -0.350075 -1.322523 3.650515 0.4 -0.1 -0.2
H -1.730225 -0.191083 6.339645 0.3 -0.1 0.5
C -1.302285 4.374827 1.268495 0.2 1.5 0.3
C 0.150045 4.902147 1.139715 -1.0 -1.0 -0.3
O 0.897445 4.071717 0.252705 -0.2 0.5 0.1
O -1.472465 3.396037 2.248895 0.3 -0.7 0.3
H -1.691375 4.087817 0.291595 0.0 -0.2 -0.2
H -1.922475 5.168017 1.686015 -0.1 0.5 -0.5
H 0.502965 4.954447 2.169665 0.6 -0.1 0.0
H 0.167365 5.910727 0.726695 -0.1 0.0 -0.1
H 1.391095 3.395797 0.722845 0.1 0.0 0.4
H -0.744025 2.774457 2.181045 0.0 -0.6 -0.1
C 0.724925 -4.600173 -0.099125 -0.6 -1.4 -2.0
C 1.617185 -4.447963 1.052475 0.2 -0.7 1.2
O 2.370495 -3.260073 1.022285 0.1 -0.2 -0.1
O -0.252345 -3.632443 -0.304365 -0.5 0.1 0.3
H 0.230625 -5.571573 -0.087155 -0.5 -0.1 0.8
H 1.268435 -4.796903 -1.023245 0.7 0.8 -0.2
H 2.245805 -5.336693 1.108255 0.6 0.1 -0.3
H 1.053785 -4.545363 1.980475 -0.3 0.5 0.2
H 1.711755 -2.596613 1.240185 0.0 0.9 0.2
H 0.139515 -2.756523 -0.332645 0.1 0.5 0.1
C -7.348395 1.428737 3.019595 -1.4 1.1 -0.8
C -6.433855 0.412557 2.447575 0.8 -0.8 0.9
C -5.215395 1.069797 1.799105 0.4 -1.8 0.2
O -4.287185 0.021507 1.370715 -0.5 0.9 2.0
C -3.465635 0.544297 0.369005 -0.5 -1.1 -1.8
N -6.023035 -0.557533 3.473525 0.5 -0.3 -0.6
H -8.300265 1.048717 3.390545 0.2 -0.5 0.1
H -7.622205 2.016267 2.143275 -0.3 0.6 0.1
H -6.993745 2.127717 3.777065 0.6 -0.3 0.0
H -6.942215 -0.216773 1.717085 -0.3 0.3 -0.3
H -4.703065 1.597977 2.603245 0.1 0.8 -0.3
H -5.486265 1.638237 0.909385 0.0 0.5 0.2
H -3.058955 1.551737 0.457225 -0.2 0.1 0.5
H -4.183955 0.430427 -0.442865 0.5 0.9 -1.2
H -2.652955 -0.134253 0.109715 0.1 -0.1 0.6
H -5.400275 -1.118143 2.909615 0.1 -1.1 0.0
H -5.311015 -0.153573 4.065095 -0.2 0.6 0.6
C -1.038365 2.091357 -2.629605 0.5 0.4 -1.6
C -1.794025 1.134587 -3.632965 1.1 0.6 0.8
C -0.987335 0.791077 -4.836805 1.5 1.2 -2.0
O -0.353555 1.928937 -5.509465 0.2 -0.6 0.6
C -1.022595 2.451127 -6.636315 0.8 0.2 0.4
N -1.952015 -0.175683 -2.999915 -1.5 0.6 0.4
H -1.575625 2.537977 -1.792955 -0.4 -0.8 0.1
H -0.638025 2.971067 -3.133535 -0.2 0.2 -0.4
H -0.115695 1.610287 -2.305015 -0.2 -0.3 0.5
H -2.726105 1.586467 -3.972265 -0.4 -0.2 0.4
H -1.490625 0.241917 -5.632555 -0.7 -0.1 0.3
H -0.193735 0.116157 -4.516205 0.4 0.3 0.0
H -0.379905 3.214487 -7.074885 0.2 0.2 0.3
H -1.932495 2.960707 -6.319285 -0.5 -0.4 -0.5
H -1.075775 1.725037 -7.447525 -0.8 -0.3 0.1
H -1.038925 -0.498873 -2.713695 0.2 0.0 0.1
H -2.362645 0.135827 -2.131335 -0.4 -0.9 0.6
C 4.884785 -4.925593 -1.637785 -0.3 0.2 -0.3
C 3.605135 -4.965653 -2.552985 1.8 1.4 -0.2
C 3.208975 -3.406503 -2.700135 0.1 -1.5 0.5
O 1.906675 -3.251033 -3.159275 -1.3 0.6 -0.6
C 1.405505 -1.903283 -3.128265 0.0 -0.5 0.2
N 3.991675 -5.718853 -3.797815 -0.5 1.0 0.3
H 5.466965 -5.846103 -1.680535 -0.5 -0.3 0.3
H 4.673835 -4.575903 -0.627185 -0.4 -0.6 0.2
H 5.627885 -4.182613 -1.927425 -0.2 0.4 -0.8
H 2.814945 -5.550973 -2.082765 0.0 0.3 0.0
H 3.936985 -2.914443 -3.345095 0.3 0.0 -0.4
H 3.254075 -2.905933 -1.732915 0.4 -0.2 0.5
H 1.541605 -1.390363 -4.080355 0.4 0.0 -0.1
H 1.825475 -1.315753 -2.311845 0.4 0.0 0.1
H 0.336885 -1.875153 -2.915245 0.0 -0.7 -0.1
H 4.744915 -5.230423 -4.260575 0.7 0.2 0.3
H 3.293875 -5.592733 -4.517025 -0.8 -0.2 0.1
```
Forces are in eV/Å.

- E: -62549.174 eV
- Frontier orbital gap: 8.993 eV
- Net charge: -1
- Energy relative to the best compared isomer or geometry (same formula, charge and spin): 3.674 eV

***

Entry 2:
Molecular formula: C22H63N5O7
Method: DFT, ωB97M-V/def2-TZVPD

The geometry in XYZ format:
```
97
Properties=species:S:1:pos:R:3:forces:R:3
O 22.046462 2.725184 -17.145402 -0.1 0.7 0.4
H 22.888281 2.886642 -17.587235 -0.1 -0.1 0.0
H 21.983617 3.443145 -16.440532 0.2 -0.9 -0.4
C 18.782549 0.643321 -17.012373 -0.2 -1.0 0.4
C 19.955671 -0.270805 -17.399936 0.3 0.3 1.4
O 20.872264 0.410962 -18.227869 -0.1 -0.7 -0.7
H 17.895791 0.503239 -17.631835 0.2 0.2 -0.4
H 19.119531 1.675412 -17.029051 -0.2 0.1 0.1
H 18.427630 0.361852 -16.014762 0.2 0.3 0.1
H 19.613500 -1.246626 -17.752367 0.1 0.4 -1.0
H 20.501772 -0.601226 -16.500148 -0.1 0.4 0.2
H 21.211122 1.182555 -17.741939 -0.1 0.0 0.0
C 20.554873 5.904049 -16.704174 1.2 0.5 -1.5
C 22.063781 5.815656 -16.475785 -0.5 -0.5 1.8
C 22.608811 7.176905 -16.076373 0.6 0.3 -0.8
O 24.023534 7.059744 -16.042925 -0.1 -0.4 0.6
C 24.696214 8.134530 -15.465708 0.7 0.8 0.7
N 22.290802 4.814998 -15.360079 0.2 1.4 -0.6
H 20.240414 5.049608 -17.300104 -0.3 0.0 0.1
H 20.544667 6.783360 -17.357609 -1.0 -0.1 0.0
H 19.928042 6.047513 -15.828173 0.2 0.0 0.2
H 22.599851 5.446874 -17.348828 -0.2 0.1 -0.2
H 22.168640 7.509542 -15.126317 0.2 -0.1 0.2
H 22.411434 7.966847 -16.814587 -0.5 -0.2 -0.1
H 25.703982 7.831446 -15.171460 -0.1 -0.3 -0.2
H 24.241723 8.496604 -14.534174 -0.3 -0.1 -0.1
H 24.828677 9.009861 -16.114566 -0.3 -0.2 -0.3
H 23.246322 4.980645 -15.035812 -0.1 -0.3 0.0
H 21.690883 5.188310 -14.627030 0.1 -0.5 0.3
C 28.161148 -0.133266 -21.880553 -0.1 0.1 0.1
C 26.882339 0.577775 -21.411147 1.0 -0.4 0.6
C 26.274862 -0.214873 -20.252173 -1.4 -1.0 -0.3
O 25.248418 0.472884 -19.553261 0.5 0.3 0.6
C 24.108917 0.744877 -20.301119 -1.1 0.1 -0.7
N 27.193417 1.936497 -20.964784 -0.3 0.4 -0.1
H 28.485293 0.314309 -22.818908 0.0 -0.2 -0.1
H 27.976002 -1.201713 -22.007172 0.0 0.0 -0.2
H 28.989228 -0.026238 -21.177852 -0.2 0.1 0.2
H 26.247948 0.615869 -22.296009 -0.4 0.1 0.2
H 27.011333 -0.557989 -19.523706 0.2 0.6 0.1
H 25.791088 -1.157032 -20.556494 0.3 0.0 -0.6
H 23.298223 1.076578 -19.648048 0.3 0.1 0.2
H 23.679144 -0.121532 -20.828348 0.4 -0.2 0.1
H 24.232878 1.517412 -21.075830 0.3 0.0 0.1
H 27.354604 1.927216 -19.959881 0.2 -0.1 -0.1
H 26.361028 2.515589 -21.043474 0.1 0.0 -0.1
C 22.778738 5.035538 -20.323131 -1.1 -0.4 0.1
C 22.149058 6.076946 -21.254901 0.0 -1.1 -0.7
C 21.274451 7.027661 -20.454259 1.8 0.3 0.2
O 20.253170 6.277975 -19.851192 -0.6 0.6 0.0
C 19.070524 7.047191 -19.662889 0.0 0.0 -1.3
N 23.151194 6.719939 -22.119819 -0.6 0.8 0.7
H 23.295509 4.236971 -20.860104 0.5 0.4 -0.1
H 21.975187 4.479749 -19.824689 0.0 0.3 0.3
H 23.395862 5.535313 -19.573534 0.3 -0.2 -0.1
H 21.451843 5.560401 -21.927821 0.1 -0.1 0.1
H 20.993915 7.900444 -21.053113 -0.7 -0.4 -0.2
H 21.920698 7.465579 -19.671018 -0.1 0.0 0.2
H 18.462966 6.992775 -20.579665 -0.1 -0.3 0.2
H 19.299679 8.116862 -19.620481 0.0 -0.1 0.8
H 18.498531 6.652014 -18.829393 0.1 0.2 0.2
H 23.861920 6.038311 -22.347490 0.1 0.0 0.0
H 23.608076 7.448080 -21.571370 0.3 -0.2 -0.2
C 28.035452 5.359835 -19.923612 -0.5 -0.5 -0.2
C 26.580774 5.773942 -19.622244 1.2 0.1 -1.7
C 26.260479 5.882649 -18.151763 -0.5 -0.7 -0.4
O 26.551017 4.604188 -17.607687 -0.4 0.3 0.1
C 25.925749 4.353109 -16.374942 -0.1 -0.5 0.3
N 26.307656 7.068051 -20.288110 0.1 0.7 1.0
H 28.257405 5.392701 -20.995126 -0.2 0.7 0.0
H 28.222101 4.293076 -19.776255 0.1 0.2 0.9
H 28.674925 6.048075 -19.369714 0.5 -0.4 0.0
H 25.933252 5.008899 -20.060693 -0.2 0.1 0.1
H 25.193192 6.117975 -18.099490 0.0 0.0 0.4
H 26.808243 6.658436 -17.603899 0.2 0.1 -0.2
H 26.072667 5.157027 -15.643524 0.3 -0.1 0.0
H 26.345083 3.405430 -16.034163 0.1 0.2 0.3
H 24.835886 4.199093 -16.410658 0.1 0.1 -0.5
H 26.673739 7.139551 -21.231653 -0.2 -0.7 -0.1
H 26.931812 7.724834 -19.809711 -0.4 0.1 0.0
C 24.605116 -4.470043 -15.652659 0.1 0.7 1.2
C 24.414688 -3.055633 -16.167709 1.3 0.2 -0.8
C 24.666913 -1.952126 -15.114262 -0.9 -0.5 -0.9
O 24.804860 -0.692821 -15.713185 0.8 0.4 -0.3
C 23.689051 -0.117097 -16.408694 0.8 -0.2 1.4
N 25.412713 -2.895932 -17.268343 -0.4 0.7 -0.2
H 23.971653 -4.635044 -14.774220 -0.3 -0.4 -0.3
H 25.618641 -4.554000 -15.243469 0.1 0.0 -0.2
H 24.501801 -5.205648 -16.441282 -0.3 -0.1 0.0
H 23.430223 -2.921859 -16.620036 0.0 -0.2 0.1
H 25.642295 -2.166204 -14.678655 -0.1 0.0 0.5
H 23.834933 -1.948559 -14.399057 0.2 -0.1 0.4
H 23.217690 0.520861 -15.656680 -0.7 -0.1 -0.4
H 23.052574 -0.909697 -16.796092 -0.3 0.4 -0.3
H 24.120480 0.528710 -17.168855 -0.2 -0.2 -0.3
H 26.298771 -2.586866 -16.866529 0.0 -0.4 0.2
H 25.159397 -2.046569 -17.775923 -0.1 -0.2 -0.1
```
Forces are in eV/Å.

- E: -45615.076 eV
- Frontier orbital gap: 9.462 eV
- Energy relative to the best compared isomer or geometry (same formula, charge and spin): 0.253 eV